No. 1
The following is a quantum chemistry calculation of a 2-piece molecular cluster, C2H2NOS overall in a non-equilibrium geometry, from the OMol25 dataset.

```
7
Properties=species:S:1:pos:R:3:nbo_charge:R:1
C -0.193 -0.447 -0.256 -0.185
C -3.123 -0.356 -0.091 0.395
N -0.585 -1.521 0.115 -0.615
O -3.949 -1.231 -0.026 -0.561
S -2.743 1.190 0.009 -0.148
H 0.813 -0.084 -0.600 0.040
H -0.585 0.628 -0.156 0.074
```

The calculation puts the frontier orbital gap (spin up / spin down) at 0.195 / 0.196 Ha. For the lowest unoccupied orbital energy (spin up / spin down), the calculation gives 3.44 / 3.43 eV. The value obtained for the total energy is -605.53649 Eh. The energy above the lowest of the compared OMol25 structures with the same formula, charge and spin is 224.20 kJ/mol. The net charge is -1.

No. 2
The following is a quantum chemistry calculation of a 2-piece molecular cluster, C2H2O2 overall in a non-equilibrium geometry, from the OMol25 dataset.

```
6
Properties=species:S:1:pos:R:3:nbo_charge:R:1
C 1.394 0.890 -1.044 0.511
C -0.834 -0.233 0.596 0.281
O 1.734 -0.180 -1.174 -0.505
O -1.587 0.585 0.983 -0.476
H -0.932 -0.890 -0.264 0.104
H 0.225 -0.171 0.904 0.085
```

The calculation puts the frontier orbital gap at 0.398 Ha. For the lowest unoccupied orbital energy, the calculation gives 0.59 eV. The value obtained for the total energy is -227.83866 Eh. The energy above the lowest of the compared OMol25 structures with the same formula, charge and spin is 23.99 kJ/mol.

No. 3
The following is a quantum chemistry calculation of one molecule with the formula C2H2O2 in a non-equilibrium geometry, from the OMol25 dataset.

```
6
Properties=species:S:1:pos:R:3:nbo_charge:R:1
O 1.445 -0.244 -1.508 -0.494
C 0.848 -0.299 -0.480 0.931
C -0.710 0.280 0.431 -0.379
O 0.512 -0.660 0.663 -0.455
H -0.525 1.166 0.833 0.186
H -1.570 -0.243 0.060 0.210
```

The calculation puts the frontier orbital gap at 0.344 Ha. For the lowest unoccupied orbital energy, the calculation gives 0.63 eV. The value obtained for the total energy is -227.75975 Eh. The energy above the lowest of the compared OMol25 structures with the same formula, charge and spin is 231.17 kJ/mol.

No. 4
The following is a quantum chemistry calculation of one molecule with the formula C2H2O2 in a non-equilibrium geometry, from the OMol25 dataset.

```
6
Properties=species:S:1:pos:R:3:nbo_charge:R:1
O 1.500 -0.950 -0.027 -0.439
C 0.769 0.041 -0.037 0.303
C -0.781 0.021 -0.012 0.318
O -1.405 -0.986 0.014 -0.431
H 1.277 0.950 0.258 0.124
H -1.360 0.923 -0.197 0.125
```

The calculation puts the frontier orbital gap at 0.335 Ha. For the lowest unoccupied orbital energy, the calculation gives -1.07 eV. The value obtained for the total energy is -227.82900 Eh. The energy above the lowest of the compared OMol25 structures with the same formula, charge and spin is 49.35 kJ/mol.

No. 5
The following is a quantum chemistry calculation of C2H2O2PPd as an isolated structure in a non-equilibrium geometry, from the OMol25 dataset.

```
8
Properties=species:S:1:pos:R:3:nbo_charge:R:1
H 1.341 -3.225 -0.190 0.094
P 1.493 0.610 0.288 0.670
O 0.076 1.284 -0.112 -0.693
C -1.161 0.726 -0.014 -0.165
H -1.978 1.301 -0.444 0.279
C -1.359 -0.548 0.357 0.639
O -1.527 -1.699 0.342 -0.390
Pd 1.308 -1.768 -0.245 0.565
```

The expectation value of S² is 2.04. The calculation puts the frontier orbital gap (spin up / spin down) at 0.194 / 0.230 Ha. For the lowest unoccupied orbital energy (spin up / spin down), the calculation gives -7.85 / -7.45 eV. The value obtained for the total energy is -696.62238 Eh. The multiplicity is 3. The energy above the lowest of the compared OMol25 structures with the same formula, charge and spin is 214.71 kJ/mol. The net charge is +1.

No. 6
The following is a quantum chemistry calculation of a 2-piece molecular cluster, C2H2O2S overall in a non-equilibrium geometry, from the OMol25 dataset.

```
7
Properties=species:S:1:pos:R:3:nbo_charge:R:1
O 0.354 -2.170 1.059 -0.448
C -0.335 -1.785 0.236 0.483
S -1.259 -1.452 -0.983 -0.045
C 0.275 1.332 -0.082 0.300
O 0.001 0.392 0.599 -0.529
H 1.420 1.709 -0.015 0.111
H -0.455 1.973 -0.814 0.128
```

The calculation puts the frontier orbital gap at 0.367 Ha. For the lowest unoccupied orbital energy, the calculation gives 0.26 eV. The value obtained for the total energy is -626.03345 Eh. The energy above the lowest of the compared OMol25 structures with the same formula, charge and spin is 75.91 kJ/mol.

No. 7
The following is a quantum chemistry calculation of a 2-piece molecular cluster, C2H2O2S2 overall in a non-equilibrium geometry, from the OMol25 dataset.

```
8
Properties=species:S:1:pos:R:3:nbo_charge:R:1
C -0.060 1.862 -0.046 -0.110
C -0.988 0.818 -0.358 -0.567
O 1.059 -1.364 -1.193 -0.845
O 1.440 -1.972 1.180 -0.829
S -0.317 0.965 1.378 0.199
S 1.691 -1.081 0.037 1.650
H -2.054 0.991 -0.269 0.241
H -0.773 -0.219 -0.730 0.260
```

The calculation puts the frontier orbital gap at 0.306 Ha. For the lowest unoccupied orbital energy, the calculation gives -1.20 eV. The value obtained for the total energy is -1024.11422 Eh. The energy above the lowest of the compared OMol25 structures with the same formula, charge and spin is 389.65 kJ/mol.

No. 8
The following is a quantum chemistry calculation of one molecule with the formula C2H2O2S2 in a non-equilibrium geometry, from the OMol25 dataset.

```
8
Properties=species:S:1:pos:R:3:nbo_charge:R:1
O 1.591 0.543 0.073 -0.668
C 0.296 0.327 0.254 0.222
S -0.094 0.094 1.954 -0.161
C -0.569 -0.262 -0.804 0.101
O -1.862 -0.425 -0.476 -0.613
S 0.230 -0.523 -2.212 0.072
H 2.336 0.398 0.796 0.547
H -1.928 -0.151 0.416 0.500
```

The calculation puts the frontier orbital gap at 0.264 Ha. For the lowest unoccupied orbital energy, the calculation gives -2.00 eV. The value obtained for the total energy is -1024.19768 Eh. The energy above the lowest of the compared OMol25 structures with the same formula, charge and spin is 170.54 kJ/mol.

No. 9
The following is a quantum chemistry calculation of C2H2O2Sn as an isolated structure in a non-equilibrium geometry, from the OMol25 dataset.

```
7
Properties=species:S:1:pos:R:3:nbo_charge:R:1
H -0.684 -0.025 1.543 0.223
C 0.123 0.129 0.822 0.037
C 0.956 -0.685 0.254 -0.718
H 1.174 -1.708 0.561 0.260
O -0.680 1.374 -0.142 -0.439
O -1.275 0.859 -1.372 -0.651
Sn 0.388 0.056 -1.668 1.289
```

The calculation puts the frontier orbital gap at 0.284 Ha. For the lowest unoccupied orbital energy, the calculation gives -0.68 eV. The value obtained for the total energy is -441.94029 Eh. The energy above the lowest of the compared OMol25 structures with the same formula, charge and spin is 131.68 kJ/mol.

No. 10
The following is a quantum chemistry calculation of a 2-piece molecular cluster, C2H2O3PS overall in a non-equilibrium geometry, from the OMol25 dataset.

```
9
Properties=species:S:1:pos:R:3:nbo_charge:R:1
C -1.125 0.244 -0.209 -0.687
C 0.065 0.405 -0.276 -0.226
O 2.072 -1.613 1.005 -0.911
O 3.264 0.575 0.695 -0.904
O 2.666 -0.879 -1.220 -0.919
P -2.779 0.121 0.293 0.328
S 2.434 -0.493 0.146 2.425
H -3.352 0.222 -0.896 -0.056
H -3.244 1.419 0.462 -0.050
```

The calculation puts the frontier orbital gap at 0.314 Ha. For the lowest unoccupied orbital energy, the calculation gives 3.39 eV. The value obtained for the total energy is -1042.59227 Eh. The energy above the lowest of the compared OMol25 structures with the same formula, charge and spin is 145.50 kJ/mol. The net charge is -1.

No. 11
The following is a quantum chemistry calculation of a 2-piece molecular cluster, C2H2O3S overall in a non-equilibrium geometry, from the OMol25 dataset.

```
8
Properties=species:S:1:pos:R:3:nbo_charge:R:1
C -0.943 -0.115 0.075 0.737
C -2.186 0.073 0.314 -0.790
O 2.811 -1.220 -0.249 -0.826
O 0.205 -0.277 -0.052 -0.498
O 2.911 1.068 -1.095 -0.828
S 2.844 0.144 0.080 1.654
H -2.621 1.003 0.560 0.271
H -3.022 -0.677 0.366 0.280
```

The calculation puts the frontier orbital gap at 0.330 Ha. For the lowest unoccupied orbital energy, the calculation gives -0.86 eV. The value obtained for the total energy is -701.25587 Eh. The energy above the lowest of the compared OMol25 structures with the same formula, charge and spin is 221.99 kJ/mol.

No. 12
The following is a quantum chemistry calculation of one molecule with the formula C2H2O3S in a non-equilibrium geometry, from the OMol25 dataset.

```
8
Properties=species:S:1:pos:R:3:nbo_charge:R:1
O -1.223 -1.845 -0.023 -0.491
C -0.757 -0.712 -0.070 0.674
O -1.743 0.170 0.090 -0.645
C 0.631 -0.159 -0.018 0.103
O 0.747 1.149 -0.063 -0.656
S 2.059 -0.960 0.012 0.004
H -1.460 1.177 -0.182 0.494
H 1.746 1.180 0.254 0.517
```

The calculation puts the frontier orbital gap at 0.313 Ha. For the lowest unoccupied orbital energy, the calculation gives -1.47 eV. The value obtained for the total energy is -701.27426 Eh. The energy above the lowest of the compared OMol25 structures with the same formula, charge and spin is 173.69 kJ/mol.